15
Properties=species:S:1:pos:R:3:forces:R:3:lowdin_charge:R:1 method="wB97M-V/def2-TZVPD" homo_lumo_gap_ev=7.78 charge=+1 e_homo_ev=-13.68 e_above_lowest_kcal_mol=80.5 molar_mass_g_mol=76.12 e_tot_ev=-6800.8209 lumo_energy_ev=-5.899
C 1.24654 1.24738 -0.19814 0.040 -1.916 -3.190 -0.075
C 0.90252 -1.14579 0.62301 1.585 -0.039 -2.909 -0.077
C -1.97423 0.35928 -0.25759 0.921 0.199 -0.243 0.117
N 0.63958 -0.08150 -0.37980 -1.278 -1.663 -1.853 -0.164
O -2.21661 -0.61970 0.53412 -1.703 -0.381 -0.634 0.088
H 1.01221 1.52893 0.74269 -0.855 1.517 2.888 0.051
H 2.30765 1.26064 -0.32400 0.901 -0.220 0.001 0.086
H 0.83031 1.83936 -1.01103 -0.054 0.528 0.441 0.094
H 1.98036 -1.20733 0.77142 0.352 -0.648 -0.476 0.097
H 0.66177 -0.71455 1.49529 -1.779 0.882 3.549 0.036
H 0.46494 -2.14489 0.39640 0.167 1.052 0.162 0.111
H -2.20229 1.37763 0.20246 1.193 -1.221 -0.706 0.159
H -1.77137 0.18789 -1.34654 -0.670 0.303 1.066 0.131
H 0.80264 -0.49593 -1.34221 -0.129 1.046 1.473 0.148
H -2.68402 -1.39143 0.09391 1.309 0.562 0.432 0.197